Record 1
Computed, not measured: a structure of composition C26H55Ba2F3NO28P5 at a distorted geometry, with ωB97M-V/def2-TZVPD.

Geometry as XYZ:
```
120
C26H55Ba2F3NO28P5 | OMol25 | ωB97M-V/def2-TZVPD
Ba -1.51408 -0.37789 -3.23470
Ba 2.30875 2.26318 4.96444
C -0.94023 1.95946 1.24141
C -0.10246 1.62609 2.25334
C 0.84189 0.45218 2.18125
O 1.54969 0.00148 3.18196
C 0.97660 -0.24914 0.99640
C 0.16378 0.07033 -0.17946
C -0.93334 1.20023 -0.05860
O -1.71066 1.48158 -0.96697
O 0.31176 -0.52210 -1.27051
O -0.07639 2.50837 3.18635
H -1.62013 2.79465 1.32262
H 1.63007 -1.10653 0.93108
C -1.59498 5.22993 -0.38849
N -2.45732 6.45100 -0.43959
O -2.36757 7.19148 0.55256
O -3.10672 6.58596 -1.43028
H -1.86897 4.53115 -1.17889
H -1.81041 4.64121 0.50319
H -0.58745 5.64559 -0.37444
C 1.34498 -5.15083 7.48607
O 1.18760 -4.69635 6.09772
P 1.31389 -5.76441 4.89377
O 2.64105 -6.41097 4.81654
O 0.01236 -6.72476 5.18181
C -1.28567 -6.27459 4.81545
O 0.87947 -4.76144 3.70761
C 1.84863 -3.90229 3.14189
H 2.09672 -4.61728 8.06771
H 1.47678 -6.22671 7.60099
H 0.44551 -5.02721 8.08920
H -1.35226 -5.25281 5.18915
H -2.04600 -6.84726 5.34654
H -1.45883 -6.26212 3.73936
H 1.78886 -3.93282 2.05396
H 2.84454 -4.05854 3.55645
H 1.45422 -2.90876 3.35509
C -7.00733 -1.20952 -3.00509
O -6.78389 0.19729 -2.84675
P -5.40564 0.80855 -2.18341
O -4.16427 0.28072 -2.79794
O -5.56098 2.40357 -2.21639
C -4.32669 3.08507 -1.78615
O -5.61676 0.56632 -0.56237
C -4.42474 0.11082 0.19343
H -6.58826 -1.74867 -2.15550
H -6.54345 -1.56004 -3.92707
H -8.08866 -1.31613 -3.09152
H -4.41273 4.14586 -2.02153
H -3.52815 2.60420 -2.35113
H -4.06646 3.05099 -0.72822
H -3.90063 0.91378 0.71175
H -3.69066 -0.48485 -0.34915
H -4.67712 -0.56221 1.01284
C 7.25966 0.67587 5.09042
O 7.01306 0.45190 3.71409
P 5.49608 0.07370 3.28702
O 4.48539 1.02455 3.80403
O 5.58123 -0.01620 1.68590
C 4.33592 0.08265 1.03601
O 5.30977 -1.42129 3.84053
C 5.95353 -2.55091 3.25332
H 7.28513 1.75599 5.23458
H 8.19579 0.17271 5.33249
H 6.54641 0.37210 5.85664
H 4.50646 0.63133 0.10974
H 3.52901 0.58919 1.56556
H 4.05624 -0.93211 0.75293
H 6.68198 -2.13058 2.55993
H 5.22053 -3.13493 2.69679
H 6.55908 -3.15117 3.93236
C 2.56332 0.47851 -6.46181
O 2.14778 1.80026 -6.07436
P 1.61690 2.01662 -4.50773
O 0.60651 1.02925 -4.13689
O 3.00502 1.95314 -3.67521
C 3.25443 0.95406 -2.72755
O 1.24685 3.58122 -4.29752
C 1.90153 4.52709 -5.10566
H 3.41219 0.48551 -7.14552
H 1.71095 0.00355 -6.94759
H 2.77307 -0.18544 -5.62319
H 3.48757 -0.00111 -3.19807
H 2.51641 0.88939 -1.92803
H 4.15232 1.23790 -2.17862
H 2.55292 4.16406 -5.90065
H 2.51422 5.17674 -4.48062
H 1.12961 5.15082 -5.55643
C 2.50979 -3.22501 -1.57907
O 1.94940 -4.04299 -2.57732
P 1.31928 -3.35054 -3.87857
O 0.10095 -2.49154 -3.54172
O 2.55643 -2.69474 -4.70235
C 3.74289 -3.47910 -5.06089
O 0.89214 -4.61139 -4.84234
C 0.68684 -4.55258 -6.23273
H 3.58985 -3.35972 -1.63757
H 2.20475 -3.51716 -0.57422
H 2.34614 -2.14737 -1.58240
H 3.63375 -3.88196 -6.06782
H 4.04984 -4.23067 -4.33356
H 4.60396 -2.81181 -5.09837
H -0.38357 -4.75557 -6.26621
H 1.25371 -5.28382 -6.80898
H 0.73002 -3.55650 -6.67327
C -4.65393 4.35240 3.45148
C -5.13557 3.41868 2.32594
O -6.43034 3.74777 1.86304
C -6.65696 4.78091 1.00543
O -5.76442 5.50900 0.50865
C -8.18838 4.98127 0.61132
F -8.95307 3.80215 0.54367
F -8.70866 5.78931 1.54961
F -8.25472 5.67237 -0.55720
H -4.18610 3.60576 4.09316
H -5.45444 4.87892 3.97116
H -3.91623 5.10250 3.16640
H -5.17929 2.42453 2.77076
H -4.40814 3.32769 1.51931
```

Spin multiplicity   2
⟨S²⟩   0.774
Lowest unoccupied orbital energy (alpha / beta)   -9.2 / -10.9 eV
E   -5242.0787 Eh
Net charge   +3
Orbital gap (alpha / beta)   6.0 / 4.3 eV
Highest occupied orbital energy (alpha / beta)   -15.19 / -15.19 eV

***

Record 2
Computed, not measured: a structure of composition C33H30BrIIrN8SSb, with ωB97M-V/def2-TZVPD.

Geometry as XYZ:
```
76
C33H30BrIIrN8SSb | OMol25 | ωB97M-V/def2-TZVPD
Ir -0.92971 0.21241 -0.08428
C -1.73830 -3.13313 -0.55300
C -1.05742 -2.79585 0.74391
C -0.96505 -3.89985 1.59296
C -0.40438 -3.80279 2.83643
C 0.06861 -2.55567 3.20817
C -0.02998 -1.47087 2.35429
N -0.59672 -1.56651 1.11234
Sb 0.73840 0.22596 3.41745
C -0.63783 1.67848 2.58173
C -0.71696 2.75140 3.45052
C -1.67541 3.73718 3.27927
C -2.59033 3.54990 2.27489
C -2.51329 2.44553 1.42903
C -3.66657 2.33191 0.47226
N -1.50598 1.53670 1.53411
C 2.70825 0.46633 2.57861
C 3.67175 0.78180 3.52186
C 5.00294 0.82609 3.11578
C 5.30629 0.54076 1.80099
C 4.27930 0.23342 0.90771
C 4.56956 -0.07965 -0.52950
N 2.99830 0.19948 1.29837
H -1.26695 -4.03271 -0.94821
H -1.67881 -2.37595 -1.31297
H -2.78439 -3.38259 -0.35749
H -1.35941 -4.84114 1.23527
H -0.34607 -4.65273 3.50309
H 0.50626 -2.42152 4.18923
H -0.02758 2.81243 4.28341
H -1.72678 4.59511 3.93642
H -3.40340 4.24783 2.12783
H -4.57076 2.11389 1.04604
H -3.56059 1.57691 -0.28470
H -3.82999 3.29288 -0.01503
H 3.40588 0.97391 4.55376
H 5.78502 1.07189 3.82199
H 6.33059 0.55995 1.45347
H 3.68086 0.08179 -1.13819
H 5.38894 0.53075 -0.90691
H 4.86607 -1.12598 -0.62879
I 1.36072 1.72536 -0.19028
C -0.09893 2.68723 -1.30918
C 0.03086 3.85346 -2.03122
C -1.01301 4.20230 -2.87498
C -2.11190 3.35880 -2.97388
C -2.16187 2.21874 -2.20050
N -1.17664 1.89349 -1.34665
H 0.92547 4.45477 -1.95108
H -0.95953 5.10770 -3.46494
H -2.92814 3.58016 -3.64652
H -3.00823 1.55350 -2.25723
N -5.79727 -1.91516 3.26438
C -5.34851 -1.67953 2.23492
C -4.75832 -1.35316 0.96733
C -5.44693 -1.49066 -0.23390
C -4.78838 -1.16266 -1.40834
C -3.48506 -0.71311 -1.34989
N -2.83583 -0.54671 -0.18394
C -3.45823 -0.87081 0.95449
H -6.46726 -1.85088 -0.24208
H -5.27387 -1.26730 -2.36832
H -2.91978 -0.49362 -2.24576
H -2.91164 -0.73468 1.87634
Br 0.04980 -0.82683 -2.15561
S 1.86259 -3.00671 -1.32993
C 1.64176 -4.18144 -2.57968
N 2.50322 -4.15095 -3.63724
C 2.46396 -5.05083 -4.63105
C 1.51698 -6.04298 -4.57743
C 0.65478 -6.03210 -3.48354
N 0.70955 -5.11678 -2.51598
H 3.21237 -3.42496 -3.63347
H 3.19289 -4.94587 -5.42310
H 1.45146 -6.79429 -5.35001
H -0.11188 -6.79071 -3.37863
```

Spin multiplicity   2
⟨S²⟩   0.761
Lowest unoccupied orbital energy (alpha / beta)   -7.9 / -10.1 eV
E   -5327.1641 Eh
ΔE to the lowest compared entry with this formula, charge and spin   6.4 kcal/mol
Net charge   +3
Orbital gap (alpha / beta)   8.0 / 5.8 eV
Highest occupied orbital energy (alpha / beta)   -15.90 / -15.90 eV

***

Record 3
Computed, not measured: an isolated molecule of C4H9N at a distorted geometry, with ωB97M-V/def2-TZVPD.

Geometry as XYZ:
```
14
C4H9N | OMol25 | ωB97M-V/def2-TZVPD
C 0.68240 0.47028 1.62337
C 0.10737 -0.60906 0.62827
C -1.27601 -0.20907 0.18294
N -0.25273 -0.48814 -0.74615
C 0.24374 -0.01427 -2.01283
H 0.30361 0.21211 2.62742
H 1.76925 0.44750 1.66321
H 0.40460 1.53744 1.51293
H 0.41976 -1.62747 0.88877
H -1.34567 0.79868 0.60272
H -2.19793 -0.79378 0.14166
H 0.22190 -0.84009 -2.74553
H -0.36316 0.79672 -2.43227
H 1.28289 0.31915 -1.93451
```

SMILES string   C[C@H]1CN1C
Lowest unoccupied orbital energy   1.2 eV
E   -212.4699 Eh
ΔE to the lowest compared entry with this formula, charge and spin   51.0 kcal/mol
Orbital gap   9.4 eV
Highest occupied orbital energy   -8.25 eV

***

Record 4
Computed, not measured: a structure of composition C21H58N5O7V at a distorted geometry, with ωB97M-V/def2-TZVPD.

Geometry as XYZ:
```
92
C21H58N5O7V | OMol25 | ωB97M-V/def2-TZVPD
O 1.43293 -4.16361 -0.04611
V 2.13863 -2.77482 0.18625
C -0.63231 -0.70790 -0.53578
O 0.42660 -1.64543 -0.63427
H -1.27444 -0.55498 -1.40318
H -1.27414 -0.94436 0.31289
H -0.35578 0.28015 -0.16782
C -4.43240 -1.76485 2.61179
C -4.37934 -0.35025 1.97484
C -3.00184 0.30437 2.26948
O -3.17370 0.89927 3.54691
C -2.14050 1.78849 3.90867
N -4.70574 -0.46637 0.52725
H -3.82273 -2.56141 2.18529
H -5.47254 -2.08380 2.54477
H -4.14670 -1.72650 3.66298
H -5.11480 0.32798 2.40752
H -2.75631 1.03673 1.50041
H -2.22061 -0.45552 2.25049
H -1.86996 2.42909 3.06930
H -1.18788 1.32534 4.16577
H -2.53199 2.44339 4.68710
H -4.63613 0.49420 0.22302
H -3.88356 -0.89313 0.12477
C 0.82753 3.41007 2.08301
C 2.11282 2.72377 1.68845
C 3.24993 3.13830 2.68537
O 3.53508 4.53851 2.56996
C 4.55169 5.08942 3.40853
N 1.79680 1.32303 1.67049
H 0.05115 3.10560 1.38113
H 0.92028 4.49309 2.00199
H 0.61521 2.99206 3.06703
H 2.29770 2.94412 0.63708
H 4.12103 2.53712 2.42489
H 3.00881 2.99470 3.73863
H 5.54912 4.65163 3.36916
H 4.19718 4.99675 4.43510
H 4.72854 6.12169 3.10646
H 1.59999 0.98822 2.60284
H 0.93077 1.09840 1.20185
C 1.27955 1.38176 -4.22720
C -0.00024 1.83520 -3.66785
C -0.28120 3.36084 -3.82061
O 0.91377 4.05370 -3.35805
C 0.80688 4.57866 -2.07725
N -0.94491 1.00027 -4.27200
H 1.46169 0.34130 -3.95817
H 2.14408 1.93450 -3.85956
H 1.35650 1.34130 -5.31372
H -0.00926 1.59585 -2.60449
H -1.18998 3.80406 -3.41346
H -0.34053 3.42736 -4.90696
H 0.47813 3.89747 -1.29239
H 0.16517 5.45386 -1.97567
H 1.80763 4.86743 -1.75599
H -0.54826 0.77494 -5.17311
H -0.90295 0.09716 -3.82173
C -0.54550 -3.38365 2.57473
C 0.50422 -2.26547 2.86151
C 0.58476 -1.72889 4.24106
O 1.50157 -0.56350 4.18894
C 1.73190 0.06235 5.46784
N 1.77911 -2.73181 2.33219
H -0.22949 -4.15394 1.87125
H -1.42687 -2.89143 2.16363
H -0.87511 -3.91122 3.46978
H 0.29490 -1.35588 2.29853
H 0.94107 -2.49906 4.92515
H -0.38552 -1.44354 4.64755
H 0.76752 0.40206 5.84555
H 2.36700 0.94404 5.38190
H 2.21079 -0.60717 6.18233
H 1.92433 -3.64899 2.72942
H 2.38255 -2.05187 2.77224
C 1.48145 -2.73727 -4.54862
C 0.07891 -3.04033 -4.13301
C -0.67646 -3.88070 -5.17980
O -0.92242 -3.22424 -6.44525
C -1.70962 -3.99365 -7.30037
N 0.08860 -3.69981 -2.82225
H 1.58438 -2.28203 -5.53364
H 2.10595 -3.62837 -4.48493
H 1.77755 -2.02377 -3.77963
H -0.50295 -2.12612 -4.01571
H -1.58106 -4.25767 -4.70262
H -0.09104 -4.77488 -5.39383
H -1.27108 -4.97612 -7.47509
H -1.76972 -3.51352 -8.27708
H -2.75828 -3.99966 -7.00309
H -0.81697 -4.13349 -2.71289
H 0.18114 -3.00857 -2.09168
```

Spin multiplicity   3
⟨S²⟩   2.065
Lowest unoccupied orbital energy (alpha / beta)   -8.3 / -10.5 eV
E   -2578.4886 Eh
Net charge   +2
Orbital gap (alpha / beta)   5.4 / 3.1 eV
Highest occupied orbital energy (alpha / beta)   -13.67 / -13.67 eV

***

Record 5
Computed, not measured: a structure of composition C37H32CrFN6O5 at a distorted geometry, with ωB97M-V/def2-TZVPD.

Geometry as XYZ:
```
82
C37H32CrFN6O5 | OMol25 | ωB97M-V/def2-TZVPD
Cr -0.13572 -1.56300 1.12244
C 3.84672 -1.07945 2.19107
C 2.38987 -0.73046 2.22027
O 1.65005 -1.70196 1.81392
C 1.91839 0.43915 2.75122
C 0.51541 0.57996 3.05307
C 0.05526 1.81367 3.78372
N -0.34863 -0.34064 2.73819
N -1.64347 -0.16464 3.12453
C -2.36900 -1.03754 2.50873
O -1.80731 -2.05209 1.87247
C -3.83558 -0.93691 2.52147
C -4.57436 -1.91139 1.85406
C -5.93507 -1.79518 1.69295
C -6.57996 -0.70541 2.25098
C -5.88064 0.25810 2.96704
C -4.51137 0.15200 3.09768
H 4.04831 -1.80540 1.40901
H 4.11730 -1.50627 3.15760
H 4.47290 -0.21250 2.05330
H 2.59882 1.20501 3.07187
H 0.85530 2.54089 3.87437
H -0.29645 1.58264 4.79229
H -0.80176 2.28659 3.27085
H -4.04749 -2.75926 1.40697
H -6.48198 -2.52698 1.09935
H -7.65894 -0.57637 2.10016
H -6.40691 1.10862 3.38857
H -3.92233 0.90823 3.60695
C -0.56869 5.24696 -2.64258
C 0.61977 4.35478 -2.96039
C 1.92688 5.15221 -2.99711
C 3.07599 4.25944 -3.42640
C 3.12639 2.99949 -2.59572
C 4.28310 2.27686 -2.52868
C 4.34529 1.10260 -1.76184
F 5.48744 0.37913 -1.65331
C 3.24994 0.62283 -1.10609
C 2.05170 1.34508 -1.16755
C 0.86426 0.78735 -0.53685
O 0.93133 -0.39898 -0.12195
C -0.22510 1.64768 -0.44438
C -0.21199 2.80770 -1.17556
N 0.78869 3.25012 -1.94871
C 1.99433 2.54808 -1.88610
C -1.48797 1.23743 0.24126
O -2.31741 2.11054 0.53583
O -1.56082 -0.03030 0.38925
H -0.61148 6.04876 -3.37040
H -0.48439 5.67403 -1.64307
H -1.53922 4.71916 -2.69622
H 0.46970 3.82286 -3.91661
H 2.10400 5.55970 -1.99276
H 1.78585 6.00829 -3.65090
H 4.01162 4.78533 -3.32440
H 2.98901 3.98190 -4.48291
H 5.17875 2.61170 -3.03352
H 3.29126 -0.31338 -0.57401
H -1.10655 3.42910 -1.15554
C -0.28219 -1.43122 -4.65281
C -0.79288 -0.58341 -3.65664
C -0.79022 -1.01142 -2.34374
C -0.22115 -2.25871 -1.96158
C 0.22769 -3.10860 -3.00369
C 0.21999 -2.69119 -4.32754
N -0.21634 -2.69024 -0.64424
N -0.05975 -3.99359 -0.55914
C 0.05531 -4.41200 0.70711
C 0.22921 -5.76513 1.03077
C 0.28228 -6.16744 2.33216
C 0.21325 -5.19897 3.35794
C 0.11408 -3.87395 2.98966
N 0.04201 -3.50184 1.70485
H -0.34950 -1.12693 -5.67843
H -1.26208 0.36018 -3.92032
H -1.25718 -0.38904 -1.61686
H 0.63405 -4.09128 -2.76911
H 0.61007 -3.33074 -5.10722
H 0.26584 -6.49500 0.23504
H 0.34817 -7.22469 2.60889
H 0.26367 -5.45351 4.40928
H 0.03260 -3.05717 3.69772
```

Spin multiplicity   4
⟨S²⟩   3.822
Lowest unoccupied orbital energy (alpha / beta)   -0.6 / -0.8 eV
E   -3278.2725 Eh
ΔE to the lowest compared entry with this formula, charge and spin   12.6 kcal/mol
Orbital gap (alpha / beta)   5.7 / 6.9 eV
Highest occupied orbital energy (alpha / beta)   -6.37 / -7.73 eV

***

- Which of these has the highest E?
  C4H9N

***

- Among the records above, which one has the lowest E?
  C33H30BrIIrN8SSb

***

- Which of these has the lowest E?
  C33H30BrIIrN8SSb

***

- Which formula does entry 2 have?
  C33H30BrIIrN8SSb